No. 1
{
  "formula": "C32H50BBrN7Tl",
  "method": "wB97M-V/def2-TZVPD",
  "species": ["Tl", "C", "C", "C", "C", "C", "C", "C", "C", "C", "N", "N", "B", "N", "N", "C", "C", "C", "C", "C", "C", "C", "C", "C", "N", "N", "C", "C", "C", "C", "C", "C", "C", "C", "C", "H", "H", "H", "H", "H", "H", "H", "H", "H", "H", "H", "H", "H", "H", "H", "H", "H", "H", "H", "H", "H", "H", "H", "H", "H", "H", "H", "H", "H", "H", "H", "H", "H", "H", "H", "H", "H", "H", "H", "H", "H", "H", "H", "H", "H", "H", "Br", "C", "C", "C", "N", "C", "C", "H", "H", "H", "H"],
  "positions_angstrom": [[-0.12, -0.14, 0.26], [-0.30, 1.67, 2.74], [-0.20, 3.05, 2.11], [-1.45, 3.89, 2.43], [0.03, 3.03, 0.63], [0.51, 4.04, -0.19], [0.54, 3.52, -1.48], [1.04, 4.35, -2.64], [1.49, 3.63, -3.91], [0.05, 5.48, -2.96], [0.07, 2.26, -1.45], [-0.26, 1.98, -0.14], [-0.07, 1.12, -2.57], [1.15, 0.12, -2.37], [1.64, 0.05, -1.09], [2.82, -0.56, -1.09], [3.12, -0.92, -2.40], [2.06, -0.47, -3.19], [2.05, -0.64, -4.68], [3.13, 0.24, -5.32], [0.71, -0.43, -5.37], [3.67, -0.69, 0.14], [3.08, 0.03, 1.34], [5.07, -0.12, -0.15], [-1.47, 0.43, -2.39], [-1.76, -0.26, -1.24], [-3.08, -0.46, -1.18], [-3.65, 0.06, -2.34], [-2.62, 0.64, -3.06], [-2.88, 1.47, -4.30], [-2.69, 2.95, -3.99], [-2.14, 1.07, -5.57], [-3.86, -0.94, 0.01], [-3.98, 0.20, 1.03], [-3.34, -2.21, 0.68], [-0.41, 1.74, 3.82], [0.61, 1.07, 2.58], [-1.20, 1.14, 2.40], [0.67, 3.55, 2.55], [-2.34, 3.43, 1.99], [-1.36, 4.90, 2.04], [-1.60, 3.95, 3.51], [0.81, 5.03, 0.11], [1.93, 4.83, -2.23], [0.65, 3.31, -4.52], [2.11, 2.76, -3.68], [2.08, 4.31, -4.51], [-0.91, 5.08, -3.29], [0.45, 6.10, -3.75], [-0.13, 6.11, -2.09], [-0.03, 1.59, -3.65], [4.00, -1.42, -2.76], [2.35, -1.68, -4.83], [2.90, 1.30, -5.20], [3.19, 0.03, -6.39], [4.12, 0.06, -4.89], [0.51, 0.63, -5.50], [-0.11, -0.88, -4.82], [0.74, -0.88, -6.36], [3.79, -1.76, 0.36], [2.92, 1.08, 1.13], [3.76, -0.04, 2.19], [2.14, -0.40, 1.69], [5.01, 0.94, -0.39], [5.54, -0.63, -0.99], [5.72, -0.24, 0.72], [-4.69, 0.05, -2.60], [-3.94, 1.30, -4.48], [-1.64, 3.15, -3.77], [-3.29, 3.27, -3.14], [-2.97, 3.55, -4.85], [-1.13, 1.46, -5.58], [-2.66, 1.49, -6.43], [-2.10, -0.01, -5.71], [-4.86, -1.15, -0.37], [-3.01, 0.40, 1.50], [-4.68, -0.07, 1.82], [-4.32, 1.12, 0.56], [-2.34, -2.07, 1.09], [-3.32, -3.06, 0.00], [-3.98, -2.46, 1.53], [0.72, -6.91, 1.04], [0.52, -5.07, 0.87], [-0.23, -4.53, -0.17], [-0.37, -3.16, -0.25], [0.20, -2.33, 0.64], [0.93, -2.85, 1.64], [1.12, -4.20, 1.79], [-0.69, -5.16, -0.91], [-0.93, -2.70, -1.06], [1.38, -2.16, 2.34], [1.71, -4.58, 2.61]],
  "fmax_ev_per_a": 0.59,
  "gap_ha": 0.259,
  "charge": 2,
  "homo_energy_ev": -14.45,
  "e_above_lowest_kj_mol": 62.1
}

=====

No. 2
{
  "formula": "C32H50BeBr4F6I2N4O10S",
  "method": "wB97M-V/def2-TZVPD",
  "species": ["C", "C", "C", "C", "C", "C", "C", "C", "C", "N", "C", "I", "C", "C", "I", "C", "N", "N", "C", "S", "O", "O", "C", "F", "F", "C", "F", "F", "F", "H", "H", "H", "H", "H", "H", "H", "H", "H", "H", "H", "H", "H", "H", "H", "H", "H", "H", "H", "H", "H", "H", "H", "H", "H", "C", "C", "O", "H", "H", "H", "H", "H", "H", "C", "C", "C", "O", "C", "C", "C", "O", "O", "O", "H", "H", "C", "N", "O", "O", "H", "H", "H", "Be", "Br", "C", "C", "Br", "H", "H", "H", "H", "Br", "C", "C", "Br", "H", "H", "H", "H", "C", "C", "O", "C", "H", "H", "H", "H", "H", "H", "F"],
  "positions_angstrom": [[0.88, 0.95, 2.37], [1.22, -0.09, 1.50], [0.61, -0.26, 0.02], [-0.60, -1.33, 0.10], [-1.98, -0.70, -0.41], [-2.47, 0.41, 0.67], [-2.92, 1.79, -0.01], [-3.76, 1.63, -1.36], [-5.06, 0.68, -1.21], [-0.25, -2.66, -0.49], [-0.64, -2.81, -1.91], [0.83, -4.09, -2.96], [-2.08, -3.59, -2.08], [-2.79, -3.27, -3.48], [-1.56, -5.74, -2.14], [1.18, -2.91, -0.26], [1.60, -4.03, 0.40], [2.26, -1.99, -0.66], [1.71, -0.67, -1.06], [3.02, 0.60, -1.35], [4.28, -0.16, -1.69], [3.34, 1.46, -0.17], [2.70, 1.72, -2.80], [3.08, 0.99, -3.96], [1.33, 2.20, -2.87], [3.72, 2.99, -2.74], [5.03, 2.61, -2.35], [3.87, 3.55, -4.02], [3.30, 3.92, -1.79], [1.11, 0.77, 3.48], [0.45, 1.95, 2.09], [2.00, -0.85, 1.82], [0.14, 0.76, -0.22], [-0.74, -1.51, 1.23], [-1.77, -0.22, -1.43], [-2.84, -1.45, -0.47], [-3.33, 0.01, 1.31], [-1.62, 0.64, 1.39], [-3.62, 2.31, 0.75], [-2.07, 2.52, -0.19], [-3.08, 1.26, -2.21], [-4.09, 2.68, -1.67], [-5.94, 1.28, -1.59], [-4.86, -0.25, -1.83], [-5.21, 0.48, -0.10], [-0.63, -1.83, -2.52], [-2.74, -3.48, -1.17], [-2.38, -2.33, -3.99], [-3.92, -3.21, -3.44], [-2.51, -4.13, -4.19], [1.47, -4.07, 1.43], [2.08, -4.75, -0.15], [2.76, -2.35, -1.49], [1.16, -0.80, -2.06], [-9.03, 3.42, -0.22], [-8.97, 2.30, -1.25], [-8.00, 1.33, -0.87], [-8.05, 3.89, -0.12], [-9.76, 4.17, -0.51], [-9.29, 3.02, 0.76], [-8.68, 2.70, -2.23], [-9.94, 1.81, -1.35], [-8.26, 0.98, -0.01], [3.41, -2.17, 7.33], [4.52, -1.38, 7.59], [4.92, -0.48, 6.43], [5.82, 0.33, 6.48], [4.18, -0.62, 5.16], [3.09, -1.42, 4.90], [2.62, -2.23, 6.09], [1.63, -2.94, 6.09], [2.47, -1.52, 3.83], [5.18, -1.33, 8.63], [3.05, -2.83, 8.10], [4.58, 0.00, 4.37], [6.12, 2.67, 0.43], [6.82, 3.53, 1.43], [7.76, 4.19, 1.03], [6.40, 3.50, 2.57], [6.60, 2.79, -0.53], [6.20, 1.64, 0.78], [5.08, 2.99, 0.39], [0.15, 3.59, -3.19], [-0.11, 4.59, 0.32], [-0.33, 5.49, 2.04], [-0.32, 4.50, 3.17], [-2.02, 3.54, 3.29], [-1.26, 6.06, 1.97], [0.51, 6.17, 2.11], [-0.21, 5.01, 4.13], [0.47, 3.75, 3.08], [7.05, -0.58, 3.45], [8.20, -2.10, 3.81], [7.39, -3.34, 4.10], [6.65, -3.30, 5.91], [8.86, -1.82, 4.63], [8.79, -2.24, 2.90], [8.03, -4.23, 4.07], [6.55, -3.48, 3.42], [-5.62, -4.11, -7.43], [-4.97, -2.84, -6.93], [-4.76, -2.66, -5.75], [-4.60, -1.80, -7.96], [-5.83, -4.76, -6.58], [-6.55, -3.87, -7.94], [-4.94, -4.63, -8.11], [-5.49, -1.47, -8.49], [-3.88, -2.22, -8.66], [-4.15, -0.95, -7.46], [2.27, 4.72, 2.70]],
  "fmax_ev_per_a": 8.16,
  "gap_ha": 0.074,
  "homo_energy_ev": -6.60
}